Model A:
15 unconnected molecules or ions with the total composition C6H38O14. Source: the OMol25 dataset; level of theory: wB97M-V/def2-TZVPD.

Atoms and positions in Å:
C (-1.68597, -0.53898, 3.20985)
C (-1.27474, -1.00506, 1.86276)
C (-1.84478, -0.23036, 0.91130)
C (-1.44002, -0.05949, -0.48654)
C (-0.59455, -1.00328, -0.97956)
C (-0.30037, -1.02233, -2.44686)
H (-0.93336, 0.09965, 3.64171)
H (-1.78346, -1.42149, 3.84181)
H (-2.69294, -0.10956, 3.20139)
H (-0.77031, -1.92283, 1.77546)
H (-2.52497, 0.59284, 1.19507)
H (-2.04114, 0.68863, -0.98151)
H (-0.41309, -1.96442, -0.41673)
H (-0.68445, -0.06181, -2.78005)
H (0.76579, -1.13408, -2.75928)
H (-0.82330, -1.79049, -2.96248)
H (-3.34973, 2.77585, -1.51507)
H (-3.47937, 1.43442, -0.78203)
O (-3.55366, 2.35801, -0.68271)
H (-3.25196, 3.19883, 0.86789)
H (-3.67330, 3.26334, 2.29960)
O (-3.06526, 3.58419, 1.77354)
H (1.10518, -3.40779, -3.08332)
H (2.08500, -2.85056, -2.12932)
O (1.44465, -3.60627, -2.20304)
H (4.03849, 2.32966, -0.55928)
H (2.91540, 3.21554, -1.03240)
O (3.46611, 2.97157, -0.29394)
H (-1.22769, 3.21610, 1.98775)
H (-0.51709, 4.32833, 1.19116)
O (-0.30933, 3.54905, 1.63283)
H (2.03670, 1.66434, -2.25622)
H (1.19181, 2.86736, -1.90923)
O (2.01882, 2.60597, -2.40519)
H (-3.28711, -3.07113, -2.53309)
H (-2.48330, -1.65460, -2.59496)
O (-2.91850, -2.42928, -3.09200)
H (-0.58566, 4.10700, -1.21075)
H (-0.31892, 2.81820, -0.46724)
O (-0.24639, 3.26354, -1.31271)
H (2.68864, 2.39443, 1.34341)
H (1.31901, 2.59881, 1.76684)
O (1.88811, 1.87121, 1.56674)
H (1.00348, -3.33704, -0.52263)
H (1.56289, -3.71235, 0.74329)
O (1.05398, -3.00068, 0.31856)
H (2.82579, -1.62336, 1.51491)
H (3.28104, -2.96834, 0.88188)
O (3.09949, -2.59902, 1.68867)
H (1.82432, 0.27945, 1.02769)
H (1.20714, -1.15725, 0.47125)
O (1.93610, -0.52692, 0.50674)
H (-0.44013, -3.02332, 2.45383)
H (-0.76981, -4.38783, 2.76809)
O (-1.03688, -3.54924, 3.12593)
H (3.94996, -1.18220, -2.01644)
H (2.65345, -0.71050, -1.13339)
O (2.96021, -1.01448, -2.02195)

Properties
HOMO level ... -8.41 eV

---

Model B:
14 unconnected molecules or ions with the total composition C6H38O14. Source: the OMol25 dataset; level of theory: wB97M-V/def2-TZVPD.

Atoms and positions in Å:
O (-1.30865, -2.78531, -0.81481)
C (-0.77273, -1.76423, -1.22742)
C (-0.53027, -0.69097, -0.15109)
C (0.87714, -0.05654, -0.15040)
C (1.05420, 0.81387, -1.41306)
C (2.59356, 1.19498, -1.49720)
C (0.22548, 2.08381, -1.45401)
H (-0.59284, -1.58778, -2.29408)
H (-0.69805, -1.23864, 0.77289)
H (-1.38883, -0.03364, -0.21515)
H (0.96853, 0.59443, 0.73364)
H (1.58919, -0.86814, 0.04423)
H (0.90288, 0.26304, -2.33152)
H (3.17362, 1.04274, -0.56880)
H (2.70276, 2.11530, -2.05216)
H (3.11202, 0.38727, -2.03928)
H (-0.76913, 1.87878, -1.85031)
H (0.26599, 2.53871, -0.47216)
H (0.72159, 2.75733, -2.19613)
H (-2.39689, 2.57310, 1.31046)
H (-3.25060, 1.91080, 0.15461)
O (-2.77941, 1.74451, 0.97630)
H (-0.95572, 2.40134, 3.17503)
H (-2.02741, 3.37075, 3.55493)
O (-1.31712, 3.27991, 2.91115)
H (0.70620, -0.96090, -4.44877)
H (-0.18240, -0.36153, -5.61187)
O (-0.17040, -0.57481, -4.67071)
H (-1.58467, 0.50362, -3.43298)
H (-2.43580, -0.51001, -4.11544)
O (-2.44521, 0.06789, -3.33951)
H (2.17174, -2.53761, 1.88592)
H (0.70424, -2.72522, 1.64952)
O (1.53012, -3.21293, 1.56727)
H (3.21280, -0.18871, 1.84362)
H (3.98293, -1.53098, 1.69134)
O (3.16551, -1.14096, 2.00655)
H (1.97621, 2.43257, 1.90685)
H (1.18839, 1.17413, 2.17486)
O (2.10427, 1.49940, 2.14466)
H (-4.10094, -3.15833, 0.75383)
H (-2.56739, -2.97902, 0.48411)
O (-3.28511, -2.83944, 1.13259)
H (-1.83197, 0.61981, 2.71338)
H (-1.52295, 0.14734, 4.13825)
O (-1.13559, 0.64197, 3.40934)
H (-3.40177, -1.41675, 2.43291)
H (-4.15289, -0.05433, 2.18632)
O (-3.35676, -0.45199, 2.57204)
H (1.29855, -2.85842, -0.30185)
H (0.78199, -3.93351, -1.37866)
O (1.31538, -3.15410, -1.22557)
H (1.68963, -1.91470, -2.53038)
H (2.14184, -2.69792, -3.82777)
O (1.90618, -1.82976, -3.48903)
H (1.09595, 4.25765, 2.24692)
H (0.44444, 3.90559, 3.43830)
O (1.35813, 3.85651, 3.08830)

Properties
HOMO level ... -9.57 eV

---

Stability check: which of them is most stable? model B.

---

Model A:
2 unconnected molecules or ions with the total composition C4H8O. Source: the OMol25 dataset; level of theory: wB97M-V/def2-TZVPD.

Atoms and positions in Å:
O (-0.55520, 1.92076, -1.17962)
C (-1.65998, 1.28272, -1.35769)
H (-1.85026, 0.34987, -0.78675)
H (-2.41840, 1.49360, -2.12603)
C (0.23721, -0.40071, 1.59622)
C (0.93479, -0.10657, 0.31109)
C (1.23739, -1.06676, -0.54803)
H (0.61263, 0.20952, 2.42054)
H (0.36576, -1.44715, 1.87367)
H (-0.83241, -0.18113, 1.51750)
H (1.21125, 0.91111, 0.07365)
H (1.86331, -0.89487, -1.41283)
H (0.85390, -2.07038, -0.38172)

Properties
Multiplicity ... 2
HOMO level (alpha / beta) ... 0.51 / -2.63 eV
Charge ... -1

---

Model B:
2 unconnected molecules or ions with the total composition C4H8O. Source: the OMol25 dataset; level of theory: wB97M-V/def2-TZVPD.

Atoms and positions in Å:
C (1.34980, -1.13521, -0.43886)
C (1.45518, -2.39221, 0.06490)
H (0.35163, -0.99480, -0.99695)
H (2.22754, -0.53289, -0.63877)
H (0.56550, -3.02803, 0.42321)
H (2.49259, -2.71182, 0.30823)
O (-1.77213, 0.60019, -0.65114)
C (-0.91315, 0.77601, 0.20927)
C (-0.29211, 2.04501, 0.65427)
H (-0.62613, -0.28228, 0.88992)
H (0.68011, 2.14245, 0.18947)
H (-0.24555, 1.86185, 1.85447)
H (-0.86694, 2.98232, 0.24208)

Properties
Multiplicity ... 2
HOMO level (alpha / beta) ... 0.98 / -3.77 eV
Charge ... -1

---

Stability check: which of them is most stable? model A.

---

Model A:
A molecular structure, C3H4BrF. Source: the OMol25 dataset; level of theory: wB97M-V/def2-TZVPD.

Atoms and positions in Å:
C (0.21291, 0.68497, 0.30567)
C (1.10085, -0.13122, 0.72314)
C (-0.97743, -0.21073, -1.00796)
F (-1.39429, -1.29393, -0.41218)
Br (1.91821, 0.34229, 2.46293)
H (-0.24476, 1.54742, 0.91164)
H (1.54608, -0.88362, 0.16589)
H (-0.47849, -0.54510, -2.01474)
H (-1.68308, 0.48992, -1.13439)

Properties
HOMO level ... -9.71 eV

---

Model B:
2 unconnected molecules or ions with the total composition C3H4BrF. Source: the OMol25 dataset; level of theory: wB97M-V/def2-TZVPD.

Atoms and positions in Å:
C (-0.47726, -0.55370, -1.30147)
C (0.06913, -0.23553, -0.18276)
C (0.17728, 0.54659, 1.00760)
F (1.65750, -1.62070, 0.05750)
Br (-0.04793, 2.52748, 0.54722)
H (-0.31622, -1.42366, -2.03952)
H (-1.48501, -0.07769, -1.31373)
H (-0.74872, 0.39438, 1.75117)
H (1.17124, 0.44284, 1.47400)

Properties
HOMO level ... -10.85 eV

---

Stability check: which of them is most stable? model A.